[1]
The following is a quantum chemistry calculation of a molecular structure, C6H6O5Pb in a non-equilibrium geometry, from OMol25.

For the max |F|, the calculation gives 0.14548 Eh/bohr. The calculation puts the HOMO-LUMO gap at 8.09 eV. The HOMO energy is -0.666 Ha. Its net charge is +2.

Last column: natural (NBO) charge in e.
Cartesian coordinates (Å):
1 Pb 0.1643 -0.7308 -0.2411  1.32
2 O -0.9803 5.2644 -0.1690  -0.44
3 C -0.9410 4.1434 -0.3948  0.45
4 C 2.4925 -1.4770 -0.1315  0.48
5 O 3.6385 -1.4989 0.0616  -0.27
6 C -1.6547 -2.2776 -0.1991  0.46
7 O -2.7851 -2.5229 -0.1037  -0.26
8 C 0.1157 -0.4127 -2.6288  0.45
9 O -0.0487 -0.0232 -3.7051  -0.26
10 C -0.9511 -0.8587 3.7976  -0.63
11 C -0.4679 0.4274 3.1892  -0.07
12 O 0.6509 0.0902 2.3150  -0.80
13 H -1.2573 -1.5701 3.0274  0.18
14 H -1.8182 -0.6738 4.4210  0.26
15 H -0.1567 -1.3200 4.3935  0.24
16 H -1.2173 0.9486 2.5896  0.17
17 H -0.0970 1.1048 3.9600  0.22
18 H 1.2914 0.8427 2.3787  0.51

[2]
The following is a quantum chemistry calculation of a molecular structure, C6H6O5V in a non-equilibrium geometry, from OMol25.

For the max |F|, the calculation gives 0.19255 Eh/bohr. The calculation puts the HOMO-LUMO gap (spin up / spin down) at 9.15 / 8.89 eV. The HOMO energy (spin up / spin down) is -0.722 / -0.747 Ha. Its net charge is +2. The multiplicity is 4.

Last column: Mulliken spin population.
Cartesian coordinates (Å):
1 V 0.0573 -0.0694 -0.2713  2.85
2 C 1.3471 0.2982 1.3937  -0.05
3 O 2.1167 0.4278 2.2455  0.05
4 C 1.4961 -0.7623 -1.1692  -0.14
5 O 2.4050 -1.2060 -1.7437  0.19
6 C 0.3149 1.8124 -0.7256  -0.11
7 O 0.6088 2.8690 -1.1357  0.12
8 C -0.3970 -1.8817 0.6063  -0.06
9 O -0.6393 -2.8942 1.1559  0.06
10 C -1.9856 -0.0186 -1.1178  0.05
11 H -2.7081 -0.6995 -0.6251  0.01
12 H -2.3310 1.0192 -1.2881  0.01
13 C -0.9921 -0.5784 -2.0032  -0.06
14 H -0.5476 0.0403 -2.8001  0.04
15 H -0.9134 -1.6716 -2.1233  0.03
16 O -1.3022 0.2282 1.8537  -0.01
17 H -2.1882 0.0759 1.4252  0.00
18 H -1.1523 1.1790 2.0029  0.01

[3]
The following is a quantum chemistry calculation of a single C6H6S molecule in a non-equilibrium geometry, from OMol25.

For the max |F|, the calculation gives 0.03259 Eh/bohr. The calculation puts the HOMO-LUMO gap at 9.03 eV. The HOMO energy is -0.300 Ha.

Last column: natural (NBO) charge in e.
Cartesian coordinates (Å):
1 C 0.8390 -1.3576 0.1449  -0.53
2 C -0.4382 -0.8371 -0.4870  -0.32
3 C -1.2497 0.1431 0.2644  -0.21
4 C -0.4617 1.2711 0.5418  -0.09
5 C 0.8054 1.2344 -0.1364  -0.40
6 C -0.5039 0.5351 -1.1478  -0.12
7 S 2.0456 -0.0012 0.0973  0.26
8 H 0.6665 -1.6447 1.1844  0.22
9 H 1.2539 -2.2037 -0.4013  0.23
10 H -1.0140 -1.6074 -0.9878  0.24
11 H -2.3017 0.0626 0.4674  0.24
12 H -0.8915 2.2180 0.8415  0.23
13 H 1.2501 2.1875 -0.3812  0.25

[4]
The following is a quantum chemistry calculation of a molecular structure, C6H72NO30 in a non-equilibrium geometry, from OMol25.

For the max |F|, the calculation gives 0.29776 Eh/bohr. The calculation puts the HOMO-LUMO gap at 8.00 eV. The HOMO energy is -0.420 Ha. Its net charge is +1.

Last column: Mulliken charge in e.
Cartesian coordinates (Å):
1 C -1.9317 -2.5004 2.5541  -0.18
2 O -2.6938 -1.8121 1.5728  -0.16
3 C -1.7985 -1.4847 0.5301  0.06
4 C -2.1247 0.0488 0.3465  -1.28
5 N -1.3082 0.6191 -0.6992  0.90
6 H -1.2476 -0.0839 -1.5387  -0.07
7 H -1.9774 1.3441 -1.0376  0.44
8 C 0.0070 0.9154 -0.1672  -0.60
9 C 0.9423 1.5967 -1.2376  -0.30
10 O 2.0045 2.2236 -0.6827  -0.12
11 C 2.8468 2.8777 -1.4815  -0.09
12 H -1.5251 -3.3691 2.3948  -0.01
13 H -2.6006 -2.9487 3.4089  0.03
14 H -1.0140 -1.9285 2.9160  0.14
15 H -1.9871 -2.0569 -0.5293  -0.11
16 H -0.7857 -1.6022 0.9015  0.63
17 H -2.1121 0.6130 1.2701  0.34
18 H -3.1787 0.2614 0.1200  0.53
19 H 0.4269 -0.0383 0.0118  0.32
20 H -0.2421 1.5374 0.8491  0.32
21 H 0.2987 2.2259 -1.7335  -0.05
22 H 0.9503 0.8299 -1.9525  0.56
23 H 3.3706 2.1300 -2.1489  0.37
24 H 3.4984 3.6114 -0.9569  -0.74
25 H 2.4025 3.5568 -1.9176  0.79
26 O 5.2932 4.8143 -3.2651  -0.51
27 H 5.0076 5.5020 -2.9868  0.18
28 H 4.7549 4.2162 -3.5925  0.37
29 O -3.0293 -6.0260 3.7332  -0.56
30 H -3.1429 -6.8752 4.1440  0.25
31 H -2.4657 -6.1544 2.9526  0.40
32 O 5.8198 4.8613 -0.0221  -0.66
33 H 5.9795 4.9318 0.8553  0.28
34 H 4.7802 5.0541 -0.2164  0.27
35 O -4.4222 -4.9497 1.7193  -0.64
36 H -4.1010 -5.6370 1.1053  0.26
37 H -3.7831 -5.0211 2.6113  0.35
38 O 5.8664 2.0323 0.2273  -0.56
39 H 6.5242 1.8528 0.8624  0.26
40 H 6.1261 2.8961 0.1110  0.34
41 O 2.6786 -1.1132 -3.4980  -0.32
42 H 3.4414 -0.7781 -3.6608  0.23
43 H 2.2881 -0.5950 -4.1502  0.21
44 O -1.8177 3.0859 2.3416  -0.58
45 H -1.5780 3.8264 1.6070  0.29
46 H -2.6970 2.7868 2.2199  0.28
47 O 0.7204 -4.5288 1.3101  -0.58
48 H 1.4715 -4.7698 0.7977  0.24
49 H 0.9218 -4.7525 2.3100  0.32
50 O -0.9627 -0.6908 -3.2837  -0.95
51 H -0.8844 0.0310 -3.9995  0.38
52 H -0.2019 -1.3886 -3.2208  0.28
53 O 0.8464 3.5710 -3.8098  -0.64
54 H 0.5925 4.3996 -4.2003  0.20
55 H 0.4236 3.4056 -2.9518  0.15
56 O 0.3820 0.5589 4.4645  -0.67
57 H 0.1913 1.5987 4.4108  0.31
58 H 0.2843 0.1640 3.5634  0.32
59 O -1.5511 -6.0381 1.4356  -0.80
60 H -1.2713 -7.0680 1.2297  0.28
61 H -0.7507 -5.4267 1.3528  0.36
62 O -4.8494 -0.4492 2.1447  -0.77
63 H -4.5258 0.0670 2.8115  0.42
64 H -4.1678 -0.8340 1.6556  0.41
65 O -3.2635 0.9659 3.6759  -0.62
66 H -2.4532 1.0085 4.3155  0.31
67 H -3.4694 1.8991 3.8232  0.25
68 O -4.0760 -4.3498 6.4878  -0.64
69 H -4.0708 -4.2274 5.4508  0.35
70 H -3.7032 -5.2029 6.5440  0.29
71 O -0.7816 4.4575 -2.3670  -0.67
72 H -0.3611 5.0664 -1.7145  0.28
73 H -1.4013 5.0787 -2.7367  0.31
74 O 3.4521 3.1151 -4.3428  -0.48
75 H 2.6087 3.5621 -4.2026  0.28
76 H 3.4927 3.0272 -5.3575  0.28
77 O -5.2736 -3.0498 3.7466  -0.57
78 H -5.7075 -2.7796 4.5973  0.30
79 H -5.0613 -2.3045 3.3309  0.30
80 O -3.0216 2.7049 -1.2842  -0.67
81 H -3.5231 2.3391 -1.9518  0.29
82 H -2.4691 3.2869 -1.8667  0.27
83 O -1.9365 -4.8065 -1.2914  -0.61
84 H -2.0505 -5.2881 -0.4109  0.36
85 H -2.7690 -4.6047 -1.6218  0.30
86 O 0.3967 0.5749 -4.3786  -0.65
87 H 0.7189 1.5903 -4.4765  0.32
88 H 0.0679 0.6049 -5.3357  0.32
89 O 5.0879 0.1718 -4.3708  -0.74
90 H 5.1851 0.3200 -3.3814  0.36
91 H 4.7252 1.0392 -4.4184  0.32
92 O 1.8266 -0.1197 2.1068  -0.52
93 H 2.4394 -0.6764 2.6361  0.21
94 H 2.2243 0.8491 2.0007  0.45
95 O -3.2819 -1.2183 -4.0586  -0.67
96 H -2.4849 -1.4224 -3.5666  0.42
97 H -3.1110 -1.2715 -4.9877  0.27
98 O -0.6341 -4.8193 5.5048  -0.64
99 H -1.4171 -5.1472 4.9573  0.33
100 H 0.1575 -5.0034 4.8503  0.29
101 O 3.6821 6.4695 -0.7414  -0.61
102 H 3.5337 7.3058 -0.1601  0.31
103 H 3.7910 7.0308 -1.5765  0.31
104 O 3.3141 2.1996 1.6075  -0.68
105 H 2.9213 2.6747 0.8676  0.33
106 H 4.2105 2.2387 1.5130  0.30
107 O 1.2057 -1.9320 -2.1079  -0.79
108 H 1.0427 -2.8861 -2.3633  0.23
109 H 1.8248 -1.5968 -2.8561  0.49

[5]
The following is a quantum chemistry calculation of 30 unconnected molecules or ions with the total composition C6H74NO31 in a non-equilibrium geometry, from OMol25.

For the max |F|, the calculation gives 0.18709 Eh/bohr. The calculation puts the HOMO-LUMO gap at 8.85 eV. The HOMO energy is -0.413 Ha. Its net charge is +1.

Last column: Mulliken charge in e.
Cartesian coordinates (Å):
1 C 38.9660 52.4380 55.7440  -0.50
2 O 37.8120 53.1670 56.0040  -0.01
3 C 37.4880 54.2930 55.2110  -0.06
4 C 36.6420 53.6560 54.0310  0.68
5 N 36.1100 54.7640 53.1840  0.60
6 H 35.2130 54.4340 52.6060  0.46
7 H 35.8280 55.6110 53.7860  0.07
8 C 36.9900 55.4860 52.2210  -0.76
9 C 36.2740 56.5510 51.4480  0.62
10 O 37.1520 57.0560 50.5650  -0.07
11 C 36.7300 58.0350 49.6480  -0.99
12 H 39.1530 51.6640 56.5050  0.25
13 H 39.7760 53.1890 55.6510  0.11
14 H 38.9110 51.8700 54.8280  0.33
15 H 38.3750 54.7880 54.8640  0.11
16 H 36.8440 54.9400 55.7610  0.41
17 H 35.8380 52.9400 54.6030  -1.36
18 H 37.1230 53.1030 53.2060  0.58
19 H 37.5000 54.7440 51.5050  0.48
20 H 37.7180 55.8800 52.9510  -0.14
21 H 36.2150 57.4560 52.1260  0.16
22 H 35.5470 55.9540 50.8430  -0.07
23 H 36.4410 59.0120 50.2570  0.44
24 H 35.7490 57.6960 49.1800  0.26
25 H 37.1830 58.0300 48.5870  0.24
26 O 39.4490 49.1690 56.7050  -0.42
27 H 38.9410 48.9260 57.4730  0.23
28 H 39.5900 48.3500 56.3750  0.24
29 O 33.5110 53.5800 52.6200  -0.65
30 H 32.6920 53.8670 52.0980  0.24
31 H 33.4210 52.5120 52.6900  0.31
32 O 35.9740 52.9690 49.5380  -0.44
33 H 35.3770 53.5740 49.1930  0.22
34 H 35.2440 52.3070 49.5110  0.38
35 O 33.9010 59.4740 50.5870  -0.58
36 H 34.4090 59.7900 49.7860  0.30
37 H 33.0380 59.9980 50.4990  0.29
38 O 35.3030 60.0340 52.9800  -0.68
39 H 34.8920 59.9230 52.1620  0.34
40 H 34.7080 59.4550 53.5360  0.48
41 O 41.8210 50.5800 57.1030  -0.69
42 H 41.0050 50.1560 56.4540  0.32
43 H 42.5000 49.9000 56.7270  0.35
44 O 35.1910 56.7590 54.8310  -0.77
45 H 36.0580 57.1890 55.2440  0.32
46 H 34.8360 56.4750 55.6170  0.27
47 O 39.9130 57.0380 55.2770  -0.68
48 H 40.3060 57.9030 55.2060  0.29
49 H 39.9510 56.6280 54.3410  0.23
50 O 39.8740 54.1970 51.6940  -0.48
51 H 40.4130 54.9290 52.0620  0.25
52 H 40.4120 53.6620 51.1610  0.21
53 O 33.5600 58.2630 53.7720  -0.67
54 H 33.9010 57.4820 54.0060  0.29
55 H 33.0570 58.0850 52.9530  0.28
56 O 37.8120 55.1850 47.8490  -0.72
57 H 36.9180 55.2500 48.3630  0.40
58 H 38.2850 55.6710 48.4480  0.41
59 O 35.0640 57.4480 46.8290  -0.55
60 H 35.1710 56.7940 46.1770  0.34
61 H 34.3110 57.8410 46.6870  0.19
62 O 38.1350 53.5880 58.2080  -0.87
63 H 37.6960 53.3260 57.3510  0.32
64 H 38.8210 54.2180 57.9730  0.48
65 O 34.3590 55.0440 56.6670  -0.71
66 H 34.8180 54.6950 57.5800  0.37
67 H 33.8140 54.3570 56.2350  0.28
68 O 39.9750 55.2230 57.1190  -0.68
69 H 39.7580 55.6580 56.2470  0.32
70 H 39.8520 55.9640 57.6650  0.34
71 O 37.1700 59.2430 45.5830  -0.61
72 H 37.8690 58.6190 45.4230  0.32
73 H 36.3910 58.6650 45.8090  0.29
74 O 38.9180 60.2960 47.9250  -0.62
75 H 38.7900 60.5150 47.0280  0.28
76 H 39.6870 59.5460 47.8610  0.34
77 O 35.6840 60.3090 48.5960  -0.57
78 H 36.5440 59.9570 48.2360  0.24
79 H 35.7320 61.2240 48.3570  0.26
80 O 41.9080 52.5130 53.3090  -0.58
81 H 42.6960 52.5090 52.8160  0.26
82 H 42.2600 52.8120 54.2350  0.34
83 O 33.4790 50.9360 54.2050  -0.62
84 H 34.3280 50.9190 54.6650  0.46
85 H 32.9040 50.3810 54.7640  0.28
86 O 35.0840 51.9470 57.1070  -0.56
87 H 35.0290 52.7250 56.4110  0.09
88 H 34.4470 51.9150 57.7660  0.26
89 O 37.6680 59.0870 53.4120  -0.78
90 H 36.7770 59.7470 53.1290  0.39
91 H 38.3110 59.1940 52.6930  0.26
92 O 38.3290 49.1560 53.7930  -0.56
93 H 38.4210 48.3000 54.0420  0.26
94 H 39.1660 49.3970 54.0160  0.25
95 O 35.0440 55.1460 48.1600  -0.86
96 H 34.2860 55.3480 48.7980  0.31
97 H 35.0240 56.0890 47.6850  0.39
98 O 39.7310 56.8160 49.4420  -0.66
99 H 40.3230 56.0910 49.2830  0.27
100 H 39.0800 56.6390 50.1540  0.35
101 O 32.8650 55.3580 49.8820  -0.59
102 H 32.0720 55.0080 49.5650  0.24
103 H 32.7560 56.2460 50.2170  0.27
104 O 35.8780 50.3240 55.3350  -0.73
105 H 36.1520 50.6580 56.1900  0.32
106 H 36.8350 50.2770 54.8350  0.37
107 O 37.3190 57.3260 55.6340  -0.64
108 H 38.0650 56.9330 55.5950  0.38
109 H 37.4360 57.7350 54.6410  0.33
110 O 42.3460 53.1340 56.6540  -0.65
111 H 41.9610 52.3170 57.0690  0.40
112 H 43.3770 53.0990 57.1060  0.29

[6]
The following is a quantum chemistry calculation of a single C6H7B molecule in a non-equilibrium geometry, from OMol25.

For the max |F|, the calculation gives 0.09779 Eh/bohr. The calculation puts the HOMO-LUMO gap at 8.12 eV. The HOMO energy is -0.289 Ha.

Last column: natural (NBO) charge in e.
Cartesian coordinates (Å):
1 B -0.1044 2.8437 -1.8189  0.62
2 C -0.0409 1.6666 -1.1183  -0.83
3 C -0.6987 0.9216 -0.0598  -0.26
4 C -1.4366 -0.4563 -0.2801  -0.17
5 C -0.3168 -0.5135 0.4700  0.00
6 C 0.8571 -2.3980 1.5339  -0.33
7 C 0.8147 -1.1464 1.0281  -0.25
8 H 0.2701 3.7409 -2.2790  -0.10
9 H 0.5876 0.9921 -1.6926  0.27
10 H -1.2093 1.4651 0.7067  0.18
11 H -2.4854 -0.5767 -0.5631  0.24
12 H 1.8403 -2.7631 1.8161  0.19
13 H 0.1740 -3.2248 1.3529  0.21
14 H 1.7482 -0.5512 0.9040  0.22

Computed values of energy above the lowest of the compared OMol25 structures with the same formula, charge and spin (unit: kcal/mol) for the preceding records, in sequence: 0.00; 0.00; 101.07; 160.49; 6.81; 71.80.
Computed values of E (unit: hartree) for the preceding records, in sequence: -800.521413; -1551.674062; -630.251751; -2583.020446; -2659.599046; -257.440358.